A cluster of 7 separate species, C9H32O7 in total in a non-equilibrium geometry. Source: the Open Molecules 2025 dataset; level of theory: ωB97M-V/def2-TZVPD.

Calculated values
LUMO energy, Eh: 0.0200
Energy relative to the best compared isomer or geometry (same formula, charge and spin), kcal/mol: 101.5
Kohn-Sham gap, eV: 9.94

Structure (ORCA input):
```
! wB97M-V def2-TZVPD RIJCOSX def2/J DEFGRID3
* xyz 0 1
O 0.966 3.031 0.648
O 1.445 -0.374 0.571
O 0.946 -2.613 1.878
O -3.843 -0.453 -1.098
O 1.377 -2.202 -4.603
O 1.601 0.993 2.963
O -3.513 4.132 1.810
C -0.983 -0.039 0.633
C 0.243 -0.957 -1.447
C -3.405 -1.277 -2.121
C -2.865 3.534 0.688
C 0.330 -0.003 -0.222
C 1.577 4.268 0.692
C 1.356 -3.597 -4.118
C 2.302 0.180 3.856
C 1.897 -3.378 1.092
H 0.111 -1.992 -1.079
H 2.745 0.745 4.645
H 0.521 1.026 -0.559
H 1.304 -4.207 -4.980
H -1.161 0.856 1.263
H 1.493 0.229 1.384
H -1.884 4.008 0.526
H -4.300 3.666 1.955
H -1.875 -0.119 -0.024
H 1.424 -4.021 0.349
H 0.412 -3.709 -3.546
H -2.701 2.497 0.841
H -2.863 -2.038 -1.593
H 2.212 1.693 2.704
H -2.722 -0.763 -2.819
H 0.266 2.927 1.291
H 1.031 -1.733 1.461
H 2.488 -2.759 0.437
H -4.219 -1.755 -2.646
H 2.531 -3.959 1.785
H 3.089 -0.444 3.403
H 1.584 4.586 -0.361
H 1.048 4.947 1.365
H -4.710 -0.010 -1.330
H -3.631 3.638 -0.166
H 2.607 4.268 1.083
H 1.143 -0.939 -2.034
H 1.599 -0.508 4.352
H 2.335 -2.019 -4.729
H -0.581 -0.671 -2.067
H -0.910 -0.839 1.287
H 2.184 -3.848 -3.419
*
```